The following is a DFT calculation (ωB97M-V/def2-TZVPD) of C4H6N2O2 in the gas phase at a distorted geometry.

Structure (ORCA input):
```
! RIJCOSX wB97M-V def2-TZVPD def2/J DEFGRID3
* xyz 0 1
H 1.645 -0.033 1.495
H -1.359 -2.577 -0.061
C -0.178 1.886 -0.298
H -1.185 2.211 -0.028
C 0.599 -1.632 -0.265
H 1.337 -2.411 -0.437
C -0.747 -1.724 -0.137
O -2.415 -0.047 0.392
C -1.244 -0.367 0.196
N 0.975 -0.262 -0.308
H 0.036 2.084 -1.403
O 2.017 0.017 0.550
N -0.149 0.452 0.056
H 0.669 2.403 0.247
*
```

Its total energy is -415.9163 hartree. The calculation puts the LUMO energy at 0.35 eV. As for the SMILES: Cn1c(=O)ccn1O. For the energy above the lowest of the compared OMol25 structures with the same formula, charge and spin, the calculation gives 3.3827 eV. The calculation puts the HOMO-LUMO gap at 9.61 eV. The HOMO energy is -9.3 eV.


The following is a DFT calculation (ωB97M-V/def2-TZVPD) of C3H2O3 in the gas phase at a distorted geometry.

Structure (ORCA input):
```
! RIJCOSX wB97M-V def2-TZVPD def2/J DEFGRID3
* xyz 0 1
C -0.665 -0.464 0.038
H -0.508 1.823 -0.016
O 2.865 -0.612 0.036
H -2.457 -1.598 -0.081
O 1.178 0.909 -0.085
C -0.191 0.775 -0.042
C 1.801 -0.153 0.061
O -2.025 -0.679 0.089
*
```

Its total energy is -341.0502 hartree. The calculation puts the LUMO energy (alpha / beta) at -0.90 / -0.55 eV. For the energy above the lowest of the compared OMol25 structures with the same formula, charge and spin, the calculation gives 5.0770 eV. The calculation puts the HOMO-LUMO gap (alpha / beta) at 7.62 / 8.35 eV. The HOMO energy (alpha / beta) is -8.5 / -8.9 eV.


The following is a DFT calculation (ωB97M-V/def2-TZVPD) of C15H20F3N3O3S in the gas phase.

Structure (ORCA input):
```
! RIJCOSX wB97M-V def2-TZVPD def2/J DEFGRID3
* xyz 0 1
H 2.838 4.377 2.601
F 1.655 -1.153 -2.665
O 0.669 -0.390 2.056
H -4.943 -0.679 1.553
C -0.208 -2.628 1.848
H -3.946 -1.990 -1.019
C -5.584 0.240 -0.280
H 3.879 2.333 1.570
C -0.864 0.543 -0.678
H -4.736 1.841 0.905
C -4.627 1.421 -0.100
H -0.960 -2.925 1.115
H -4.859 2.216 -0.813
H -5.838 -1.765 0.485
N -1.498 -0.563 -0.508
H -5.641 -0.022 -1.338
F 3.316 -1.500 -1.361
H -3.316 -2.213 0.612
H 0.533 -2.107 -0.546
O 3.292 -0.161 1.125
H -6.583 0.527 0.053
C 0.827 -3.739 2.030
H 2.518 4.316 0.862
C -3.772 -1.486 -0.063
F 2.986 0.465 -2.176
C -3.231 0.946 -0.294
H 1.587 -3.429 2.743
H 2.614 1.888 2.740
C 0.468 -1.370 1.375
C 2.322 3.833 1.816
H 1.318 -3.971 1.089
N 0.462 0.681 -0.982
H 1.253 3.860 2.008
C 2.374 -0.614 -1.670
C -2.829 -0.349 -0.281
S -1.863 1.991 -0.577
C 1.472 -0.237 -0.474
N 0.938 -1.435 0.090
H 0.345 -4.639 2.404
C 2.381 0.426 0.616
H 0.778 1.642 -0.992
H -0.698 -2.414 2.798
O 2.085 1.702 0.765
C -5.091 -0.970 0.511
C 2.808 2.398 1.792
*
```

Its total energy is -1671.4325 hartree. The calculation puts the LUMO energy at 0.65 eV. As for the SMILES: CCOC(=O)[C@@](NC(=O)CC)(Nc1nc2c(s1)CCCC2)C(F)(F)F. The calculation puts the HOMO-LUMO gap at 8.69 eV. The HOMO energy is -8.0 eV.